No. 1
{"formula": "C15H22O16S", "method": "ωB97M-V with the def2-TZVPD basis set", "elements": ["C", "C", "O", "O", "C", "O", "O", "S", "H", "H", "H", "H", "H", "H", "O", "C", "O", "C", "C", "O", "H", "H", "H", "H", "O", "C", "O", "C", "C", "O", "H", "H", "H", "H", "O", "C", "O", "C", "C", "O", "H", "H", "H", "H", "O", "C", "O", "C", "C", "O", "H", "H", "H", "H"], "coordinates": [[-6.93258, 0.83829, -3.40902], [-5.46190, 1.29442, -3.00077], [-5.32613, 2.73218, -2.78213], [-4.06753, 3.12506, -3.11176], [-3.12025, 2.77660, -2.11122], [-3.28809, 2.84044, -0.88781], [-1.81951, 2.36382, -2.57848], [-1.73254, 0.66542, -2.29659], [-7.25037, 1.17354, -4.45980], [-6.91392, -0.31353, -3.45404], [-7.73462, 1.10384, -2.64666], [-5.22120, 0.80103, -1.98645], [-4.74840, 0.95377, -3.82035], [-1.43141, 0.06192, -3.51503], [-2.05232, -3.21355, -0.11004], [-1.68883, -2.41811, 0.70970], [-1.20383, -2.74583, 1.93700], [-0.67671, -1.55249, 2.50984], [-1.42220, -0.47603, 1.79034], [-1.70990, -1.06870, 0.53072], [-0.84853, -1.52884, 3.58647], [0.39846, -1.51423, 2.32093], [-2.36482, -0.21864, 2.28310], [-0.82762, 0.42885, 1.66840], [0.13102, 1.51104, 4.00494], [-0.17319, 2.58194, 3.54950], [-0.42978, 2.81685, 2.22940], [-0.96879, 4.13041, 2.13709], [-0.44560, 4.79811, 3.37245], [-0.30475, 3.71826, 4.28501], [-0.63489, 4.62334, 1.22339], [-2.06019, 4.06413, 2.12605], [0.53402, 5.25931, 3.21652], [-1.13265, 5.54967, 3.76309], [2.42183, -2.21235, 2.28069], [3.06650, -1.41309, 1.66482], [4.40453, -1.22069, 1.81897], [4.82806, -0.36463, 0.76340], [3.56986, 0.35802, 0.38907], [2.55362, -0.57902, 0.71966], [5.61212, 0.31314, 1.10309], [5.21794, -0.97786, -0.05355], [3.41777, 1.26742, 0.97766], [3.53446, 0.61257, -0.67094], [6.15921, -2.49439, -2.88495], [5.38787, -3.20870, -2.31459], [5.29910, -3.31754, -0.96023], [4.13024, -4.07611, -0.67873], [3.92238, -4.86079, -1.93800], [4.48601, -4.01724, -2.93507], [4.28402, -4.71659, 0.19040], [3.30412, -3.38927, -0.47200], [4.46177, -5.81232, -1.93263], [2.86812, -5.05287, -2.14086]], "nbo_charge": [-0.6427, -0.1158, -0.2378, -0.2508, 0.9577, -0.5497, -0.6600, 0.3128, 0.2209, 0.2277, 0.2258, 0.1947, 0.2013, 0.1150, -0.5952, 0.9674, -0.4850, -0.1151, -0.1023, -0.4970, 0.2036, 0.2181, 0.1752, 0.2189, -0.5831, 0.9666, -0.4909, -0.1015, -0.1019, -0.4801, 0.2083, 0.1952, 0.1837, 0.2072, -0.5824, 0.9678, -0.4800, -0.1097, -0.1008, -0.4905, 0.2055, 0.2048, 0.1847, 0.2084, -0.5732, 0.9625, -0.4957, -0.1040, -0.1025, -0.4821, 0.2134, 0.1865, 0.1857, 0.2105], "smiles": "CCOOC(=O)OS.O=C1OCCO1.O=C1OCCO1.O=C1OCCO1.O=C1OCCO1", "multiplicity": 1, "homo_ev": -9.9, "total_energy_ha": -2186.66886, "max_force_ev_per_a": 4.236, "charge": 0}

***

No. 2
{"formula": "C4H7N", "method": "ωB97M-V with the def2-TZVPD basis set", "elements": ["C", "N", "C", "C", "C", "H", "H", "H", "H", "H", "H", "H"], "coordinates": [[1.96577, 0.07712, 0.29398], [0.87899, 0.69452, 0.73556], [-0.39753, 0.16089, 0.39377], [-1.47550, 0.15713, 1.23213], [-0.47570, -0.23394, -1.16378], [2.87192, 0.46303, 0.54798], [1.91922, -0.45037, -0.63411], [-1.29745, 0.70253, 2.13377], [-2.38716, -0.42873, 1.04359], [0.02660, -1.30706, -1.25844], [-1.50976, -0.39439, -1.43405], [-0.11939, 0.55927, -1.89039]], "nbo_charge": [-0.0592, -0.4001, 0.1544, -0.4235, -0.6922, 0.1695, 0.1554, 0.2146, 0.2153, 0.2144, 0.2198, 0.2317], "smiles": "C=NC(=C)C", "multiplicity": 1, "homo_ev": -9.0, "total_energy_ha": -211.27468, "max_force_ev_per_a": 5.894, "charge": 0}

***

No. 3
{"formula": "C2H9N5", "method": "ωB97M-V with the def2-TZVPD basis set", "elements": ["C", "N", "N", "C", "N", "N", "N", "H", "H", "H", "H", "H", "H", "H", "H", "H"], "coordinates": [[2.80509, -0.05297, -0.13765], [1.57076, 0.11485, 0.45486], [0.55501, 0.36978, -0.17829], [-0.69265, 0.70479, 0.02409], [-1.05521, 1.96811, 0.22302], [-1.67116, -0.23395, -0.26365], [-1.54419, -1.61355, 0.06962], [2.87774, 0.16467, -1.20841], [3.51412, 0.54451, 0.46156], [3.15152, -1.07598, 0.08720], [-0.35262, 2.68906, 0.33752], [-2.00211, 2.29357, 0.08847], [-2.62235, 0.09207, -0.39656], [-2.03152, -1.87060, 0.95731], [-1.95840, -2.19544, -0.68991], [-0.54405, -1.89892, 0.17081]], "nbo_charge": [-0.5141, 0.0793, -0.1917, 0.6051, -0.6882, -0.4181, -0.5071, 0.2430, 0.3093, 0.3028, 0.4610, 0.4480, 0.4481, 0.4697, 0.4813, 0.4715], "smiles": "C/N=N/C(=[NH2+])N[NH3+]", "multiplicity": 1, "homo_ev": -18.3, "total_energy_ha": -354.61896, "max_force_ev_per_a": 2.968, "charge": 2}